1.
Entry from the Open Molecules 2025 dataset: C22H21N17O8STc as an isolated structure (ωB97M-V/def2-TZVPD).

```
70
Properties=species:S:1:pos:R:3:forces:R:3:nbo_charge:R:1
O -1.647292 -1.467931 0.527188 0.001 -0.039 0.024 -0.922
C -6.901623 1.712628 -2.041793 0.005 -0.006 0.006 -0.634
O -2.097179 0.205922 2.295915 -0.016 -0.011 -0.023 -0.966
N 0.407854 2.625639 -0.048372 -0.062 -0.236 0.115 -0.465
H -2.585016 2.650286 1.501962 -0.001 0.008 -0.014 0.251
C -3.348534 0.576687 -1.329211 -0.030 -0.027 0.030 -0.193
N 0.103657 0.872602 -2.788317 -0.089 0.024 0.016 -0.107
N 0.426888 0.831661 -4.019289 -0.049 0.016 -0.070 -0.041
C 0.979827 -4.874530 0.818652 -0.004 0.035 0.012 -0.154
C -1.376177 4.385717 1.055046 0.085 0.023 -0.008 -0.115
H -4.587939 0.528566 1.832384 -0.007 0.011 0.024 0.240
N -0.801326 0.826185 0.248799 -0.009 -0.199 0.034 -0.889
C 1.131536 -2.412419 0.618210 -0.101 -0.121 -0.104 0.834
H -6.724124 1.782586 -3.113041 -0.001 0.004 -0.012 0.221
H -7.727110 1.019160 -1.877367 -0.013 -0.003 -0.003 0.227
N 2.763556 2.315585 1.402701 0.070 -0.106 0.012 -0.479
H -2.423720 0.394246 -1.863296 0.026 0.020 -0.025 0.260
S -1.967504 -0.124429 0.895021 -0.001 0.080 0.004 2.329
H 1.646570 4.212791 -0.470959 -0.125 -0.021 0.063 0.245
N 5.182239 -0.380245 -1.048212 -0.016 0.009 0.023 -0.347
Tc 1.209041 0.534697 -0.068296 -0.006 0.088 0.343 1.499
H 0.257697 0.456945 2.541869 0.060 0.135 -0.043 0.415
O 3.489325 3.298519 -0.387542 0.422 -0.370 -0.270 -0.398
C -5.700239 1.076500 0.069473 0.008 0.000 0.014 -0.220
H -4.448738 1.137896 -3.070903 0.008 0.002 -0.013 0.222
H -7.221854 2.692254 -1.684411 -0.003 0.008 0.000 0.225
N 1.741845 0.571139 -4.186043 0.047 0.003 0.068 -0.351
H 0.053261 5.896374 0.462292 0.008 0.014 0.002 0.233
H 4.721035 2.781127 3.054622 -0.054 -0.043 0.074 0.452
H 1.381069 -0.720837 2.194996 -0.046 -0.023 0.050 0.448
C 0.883051 -3.752405 0.008100 0.035 0.002 -0.009 -0.165
C 0.563131 -3.882908 -1.339228 -0.016 0.001 0.023 -0.121
C -0.761939 2.196587 0.442277 -0.235 -0.187 -0.073 0.403
H -6.617979 1.269568 0.611126 -0.010 0.003 0.014 0.217
H 4.218107 1.583922 4.234773 0.011 -0.066 -0.022 0.405
H 0.273585 -7.260239 -1.482760 -0.002 0.000 0.001 0.250
N 1.235752 0.634994 -2.059213 -0.013 0.018 -0.138 -0.399
C 0.697744 3.926148 -0.038896 -0.004 0.183 -0.103 0.092
C -3.409881 0.412065 0.047902 0.030 0.034 -0.009 -0.305
H 4.169707 0.080077 -3.411038 -0.022 -0.036 0.020 0.443
H -2.064031 5.087896 1.507956 -0.005 0.013 -0.014 0.226
C -4.574473 0.661576 0.759312 0.004 -0.028 -0.026 -0.191
C 3.966210 -0.000407 -1.374066 -0.101 0.006 -0.097 0.481
N 3.511621 0.172098 -2.654269 0.070 0.031 0.016 -0.570
N 2.116244 0.937712 3.057596 -0.101 0.204 0.174 -0.415
N 4.025485 2.145585 3.425088 -0.057 0.063 -0.092 -0.772
C -5.670125 1.253713 -1.312596 -0.017 -0.008 -0.009 0.018
C 0.342645 -5.138989 -1.884342 0.006 0.010 0.019 -0.219
H 0.095575 -5.239668 -2.931650 -0.007 0.005 -0.012 0.226
N 0.850995 -7.310582 1.102248 -0.083 0.042 -0.012 0.522
C -4.485067 0.999614 -1.997921 0.007 0.001 -0.001 -0.202
H 0.480356 -2.995105 -1.949817 0.006 0.007 -0.014 0.240
N 3.709601 3.072235 0.785309 -0.519 0.827 0.268 0.642
H 1.223913 -4.777558 1.865747 0.000 -0.016 -0.006 0.268
N 4.015448 -0.125874 0.764606 0.020 -0.002 0.040 -0.143
C -1.684261 3.038609 1.053719 0.056 0.179 -0.104 -0.293
C 2.213436 0.453122 -2.965412 -0.008 0.010 0.010 0.487
O 0.629312 -8.384853 0.583401 0.019 -0.074 -0.025 -0.376
C 0.753062 -6.110282 0.250053 0.028 0.020 -0.025 0.071
N 1.207241 0.316858 2.189534 -0.076 -0.201 -0.160 -0.645
O 1.090185 -1.433650 -0.240768 -0.040 0.298 0.033 -0.668
N 5.162061 -0.444932 0.297483 0.098 -0.025 0.019 -0.045
C 0.438510 -6.268774 -1.088470 -0.005 -0.006 0.002 -0.177
H 2.294419 0.452792 3.922657 0.062 -0.016 -0.069 0.396
O 4.627544 3.596377 1.409228 0.323 -0.149 -0.096 -0.441
C -0.186600 4.844326 0.486872 -0.123 -0.078 0.015 -0.275
O 1.135581 -7.148636 2.269343 0.044 -0.005 0.072 -0.370
N 3.210115 0.187142 -0.287693 0.242 0.021 -0.183 -0.423
O 1.355827 -2.290116 1.815189 0.051 -0.087 0.060 -0.650
C 3.020885 1.836663 2.606541 0.225 -0.266 0.184 0.658
```
Forces are in eV/Å.

The expectation value of S² is 3.77. Its multiplicity is 4. As for the energy above the lowest of the compared OMol25 structures with the same formula, charge and spin: 6.3 kJ/mol.

2.
Entry from the Open Molecules 2025 dataset: an isolated ion of composition C22H21N2O and charge +1 (ωB97M-V/def2-TZVPD).

```
46
Properties=species:S:1:pos:R:3:forces:R:3:nbo_charge:R:1
C -2.371045 -3.093958 3.806614 1.042 0.080 -0.229 -0.403
H 0.608011 3.696479 1.380487 -0.008 -0.163 0.111 0.242
H -1.908742 -3.222592 4.803236 -0.331 0.101 -0.438 0.218
C -0.918520 -1.145820 3.064709 -0.587 0.577 0.149 0.034
H 6.897348 -1.247204 3.330084 -0.277 -0.148 -0.207 0.217
H 5.867193 -1.198062 1.844268 0.059 0.031 0.320 0.182
C 3.438690 1.356916 3.737883 0.433 -0.590 0.146 -0.234
C -3.254536 1.628551 2.710221 -1.251 -0.594 0.062 -0.219
C -0.711940 1.240490 -1.280760 0.077 0.086 0.979 -0.210
C 2.152170 1.714686 3.445733 -0.516 0.048 0.122 -0.180
C -0.260714 2.497502 -1.667243 0.044 -0.093 0.058 -0.108
C 3.148720 -0.722040 2.448990 -0.066 -0.204 0.129 -0.244
C -5.282225 0.313702 3.170858 1.354 -0.447 0.243 -0.202
O 5.255033 -0.108263 3.532742 -0.991 -0.314 -0.297 -0.489
H 5.353810 -2.195444 3.254352 0.378 0.478 -0.087 0.180
C -1.101237 0.220201 2.796427 0.321 -0.333 -0.889 -0.200
H -5.243422 2.435268 2.748979 0.139 -0.444 0.141 0.225
C 5.873783 -1.264408 2.943847 -0.348 0.027 0.279 -0.260
H -1.929522 -3.856808 3.120857 -0.430 0.673 0.418 0.217
C -3.154397 -0.750901 3.196416 0.992 0.142 -0.304 0.124
H 1.717989 2.652194 3.812681 0.297 -0.352 -0.079 0.218
C -4.647468 1.525701 2.885337 0.645 0.998 -0.588 -0.211
C -0.109373 1.289013 2.409745 0.733 1.012 1.097 -0.035
H 4.079324 1.984536 4.359493 -0.078 -0.263 -0.306 0.246
H 3.548696 -1.682213 2.060672 -0.367 0.928 0.322 0.230
N -0.177543 1.801526 0.954906 -0.450 -0.784 -0.392 -0.267
H -3.437699 -3.224896 3.873023 -0.205 -0.306 0.065 0.222
H -2.726737 2.534440 2.483394 -0.259 0.598 -0.062 0.201
C 1.341975 0.847377 2.713045 -1.418 0.897 -0.740 -0.096
H -4.961785 -1.801637 3.684195 -0.161 0.480 -0.187 0.222
C -0.673710 0.929687 0.070325 0.348 0.441 -0.630 0.094
H -1.096530 0.467402 -1.930253 0.043 0.331 -0.363 0.254
C 1.824844 -0.339723 2.187682 0.666 -0.425 0.266 -0.227
H -6.335889 0.270260 3.266591 -0.820 0.052 0.112 0.228
C 3.920352 0.119921 3.253809 1.552 0.289 -0.224 0.311
H 0.003195 -1.746663 3.133908 -0.842 0.463 0.075 0.237
N -2.148421 -1.726551 3.309653 0.170 0.377 0.041 -0.338
C -4.530921 -0.843756 3.381452 0.123 -0.098 -0.087 -0.218
C -2.510884 0.470751 2.827078 -0.204 -1.220 0.882 -0.030
H -1.005575 -0.009339 0.495056 -0.019 0.034 -0.129 0.255
H -0.281277 2.747800 -2.702483 -0.006 0.232 -0.611 0.244
H 0.579719 4.429591 -1.005293 -0.228 -0.532 -0.046 0.261
C 0.222380 3.428748 -0.742980 -0.121 -0.559 0.989 -0.217
H 1.198562 -1.044795 1.634957 0.198 0.537 -0.046 0.218
H -0.383915 2.299010 2.852196 0.532 -1.502 0.563 0.224
C 0.247455 3.042113 0.598332 -0.167 -0.541 -0.630 0.083
```
Forces are in eV/Å.

Its total charge is +1. As for the energy above the lowest of the compared OMol25 structures with the same formula, charge and spin: 0.0 kJ/mol.